Entry 1:
This record from the OMol25 dataset describes C19H31IKN3OP as an isolated structure in a non-equilibrium geometry. The level of theory is wB97M-V/def2-TZVPD.

Output
E_HOMO	-9.8	eV
molar mass	514.45	g mol⁻¹
net charge	+1
Kohn-Sham gap	6.986	eV
electronic energy	-60435.5890	eV
LUMO level	-2.83	eV
relative energy (zero: lowest compared OMol25 entry of this formula, charge and spin)	81.4	kJ/mol

Positions of all 57 atoms, in Å:
I1 -0.212954 0.072089 1.764046
K1 -0.034669 0.168714 -1.483075
P1 -2.380306 2.338927 -0.012406
O1 -0.776541 2.217036 -1.167838
N1 -0.711945 -3.699784 -0.711855
N2 1.025145 -2.946282 1.276620
N3 1.906271 -1.991824 -1.426665
C1 0.866796 -5.201032 0.381919
C2 2.325138 4.405824 0.451265
C3 2.910046 -3.802281 -0.083094
C4 -2.810397 0.690839 -0.820624
C5 1.826077 -4.158704 0.918729
C6 0.298982 2.882682 -0.728455
C7 2.382225 -3.404109 -1.458497
C8 -3.253681 3.527559 -1.071184
C9 0.048613 3.594490 0.461823
C10 1.034690 4.369480 1.064458
C11 1.545584 2.881018 -1.293840
C12 1.311713 -4.375961 -1.946346
C13 0.240908 -4.798823 -0.945791
C14 -3.628496 2.072638 1.332252
C15 0.663007 5.047228 2.252330
C16 -1.567348 4.067405 2.141954
C17 -1.239187 3.412789 0.985079
C18 -0.601576 4.905514 2.760221
C19 2.560457 3.674314 -0.677902
H1 -4.239646 2.965932 1.465160
H2 0.512271 -3.039607 2.156982
H3 -2.535570 3.958745 2.606335
H4 -3.525832 4.396101 -0.473161
H5 1.383864 5.673478 2.762440
H6 1.443375 -6.121540 0.254815
H7 1.833589 -5.283033 -2.264940
H8 2.709945 -1.411337 -1.195434
H9 3.111922 5.008233 0.884249
H10 0.840821 -3.984687 -2.854143
H11 -4.162060 3.086540 -1.480435
H12 0.089191 -5.430404 1.115382
H13 -0.251879 -5.688165 -1.353091
H14 1.555278 -2.069645 1.366603
H15 2.276093 -4.506898 1.847268
H16 -1.060501 -3.352665 -1.599574
H17 3.524463 -4.700501 -0.185454
H18 -4.291101 1.244292 1.094793
H19 1.761682 2.360711 -2.223098
H20 3.540356 3.704695 -1.136448
H21 3.576560 -3.031408 0.312948
H22 3.214473 -3.489552 -2.163650
H23 -1.530236 -4.033213 -0.211576
H24 -2.374358 0.506097 -1.800922
H25 -2.633606 -0.158650 -0.158637
H26 1.674940 -1.739577 -2.383553
H27 -3.127388 1.837321 2.269759
H28 0.313346 -2.729744 0.572035
H29 -2.604546 3.845025 -1.884378
H30 -0.871016 5.426986 3.668868
H31 -3.882981 0.806721 -0.972268

Cartesian forces, eV/Å:
0.09 -0.23 0.19
1.08 -2.10 -0.25
-0.09 0.25 -0.02
-0.60 1.64 -0.15
-0.24 0.04 -0.24
0.42 0.51 0.77
0.15 -0.43 -0.09
0.22 -0.42 0.05
-0.17 -0.09 0.00
0.10 -0.23 -0.01
0.00 0.29 0.14
-0.25 0.37 0.23
-0.46 -0.09 -0.18
0.09 0.27 -0.01
0.08 0.02 -0.07
-0.11 -0.13 -0.05
0.25 0.19 0.16
0.18 0.25 0.08
0.04 -0.13 -0.21
-0.04 -0.01 -0.04
-0.06 0.01 -0.02
-0.01 -0.03 -0.06
0.17 0.16 0.13
0.04 -0.18 0.05
-0.12 -0.14 -0.10
-0.16 -0.10 0.00
0.03 0.02 0.08
0.09 0.01 -0.03
0.00 0.03 0.04
0.02 0.00 0.02
0.02 0.00 -0.01
-0.11 -0.02 -0.07
-0.03 0.01 0.02
-0.05 0.07 0.06
-0.01 0.02 0.04
-0.02 0.02 0.02
0.00 -0.02 0.01
-0.01 0.04 0.02
-0.07 0.08 -0.05
-0.02 -0.08 0.12
0.09 -0.01 -0.03
0.02 -0.02 0.03
0.03 0.04 -0.08
-0.07 0.03 0.01
-0.06 0.07 0.01
0.01 0.00 0.00
-0.06 0.03 0.03
0.05 0.00 0.03
0.01 -0.05 0.04
-0.12 0.26 -0.01
0.01 0.17 0.07
0.07 -0.08 -0.10
0.01 -0.03 -0.01
-0.35 -0.12 -0.58
-0.02 -0.01 0.00
-0.02 0.00 0.01
-0.03 -0.18 0.00

Atomic partial charges in e from the natural (NBO) method, atoms 1 to 8: atom 1 (I): -0.87, atom 2 (K): 0.92, atom 3 (P): 1.65, atom 4 (O): -0.85, atom 5 (N): -0.86, atom 6 (N): -0.76, atom 7 (N): -0.87, atom 8 (C): -0.43

---

Entry 2:
This record from the OMol25 dataset describes one molecule with the formula C19H31N3O3S. The level of theory is wB97M-V/def2-TZVPD.

Output
E_HOMO	-8.2	eV
molar mass	381.54	g mol⁻¹
Kohn-Sham gap	8.671	eV
electronic energy	-41654.8391	eV
structure (SMILES)	CCCS(=O)(=O)N1CCC[C@H](C(=O)NCCN(C)Cc2ccccc2)C1
LUMO level	0.51	eV
relative energy (zero: lowest compared OMol25 entry of this formula, charge and spin)	26.4	kJ/mol

Positions of all 57 atoms, in Å:
S1 0.575069 -1.746533 -1.561372
O1 1.405693 -0.816524 -0.836110
O2 -2.225177 2.722100 -0.517065
O3 0.824581 -1.926115 -2.958300
N1 -0.277952 1.618032 -0.727747
N2 -0.969945 -1.231924 -1.383580
N3 2.297943 3.202755 0.705648
C1 1.157459 2.311518 3.202825
C2 1.124357 0.087467 2.319127
C3 -3.438820 0.171328 -1.179098
C4 1.550644 1.406185 2.225605
C5 -0.110434 0.600491 4.310375
C6 -0.121101 -4.383074 -1.439860
C7 0.464036 2.819883 -1.042421
C8 -1.979023 -1.463636 -2.385209
C9 0.105670 -5.790354 -0.895412
C10 3.365532 3.627629 -0.172885
C11 -1.463543 -0.888920 -0.073688
C12 -2.324644 0.372748 -0.140680
C13 0.720583 -3.352449 -0.718592
C14 2.461095 1.812773 1.100551
C15 0.326259 1.912305 4.234258
C16 0.979489 3.550879 0.219771
C17 -1.593723 1.680999 -0.475583
C18 0.297954 -0.313815 3.354343
C19 -2.836815 -0.207575 -2.530853
H1 1.146361 -6.081255 -1.012896
H2 1.290314 2.552936 -1.702304
H3 3.205099 4.667321 -0.453611
H4 -2.782577 0.534435 0.841621
H5 0.135624 -4.346652 -2.500057
H6 -2.617583 -2.314258 -2.100329
H7 -0.610419 -0.746260 0.589587
H8 0.239048 0.752309 -0.688875
H9 1.456273 -0.620301 1.571950
H10 -1.176463 -4.121302 -1.341758
H11 0.414125 -3.194565 0.311849
H12 -1.455714 -1.701140 -3.311009
H13 -0.513499 -6.505674 -1.429967
H14 -0.219598 3.490324 -1.569710
H15 4.311726 3.557780 0.364912
H16 3.495269 1.706584 1.452869
H17 1.510023 3.329906 3.144528
H18 0.258106 3.372107 1.020523
H19 1.779033 -3.597848 -0.750871
H20 0.993210 4.624997 0.018941
H21 -2.212628 0.610929 -2.890542
H22 -4.114964 -0.618653 -0.842273
H23 0.019232 2.626433 4.984501
H24 2.335058 1.112258 0.258895
H25 3.450744 3.025616 -1.089913
H26 -0.761140 0.289972 5.114825
H27 -2.080475 -1.711837 0.323326
H28 -4.005833 1.098436 -1.267399
H29 -3.626858 -0.388498 -3.260702
H30 -0.029439 -1.342748 3.418399
H31 -0.147240 -5.837526 0.161442

Cartesian forces, eV/Å:
-0.03 -0.19 0.30
0.02 -0.10 0.26
-0.22 0.31 -0.01
-0.16 -0.23 -0.15
0.36 0.00 -0.06
0.81 -0.40 -0.09
0.13 -0.12 0.13
0.03 -0.03 -0.01
0.07 0.05 0.00
0.06 0.20 -0.08
-0.03 -0.07 0.04
-0.09 -0.06 0.08
-0.03 -0.25 -0.04
0.00 0.33 0.28
-0.23 -0.03 -0.72
-0.07 0.26 -0.06
0.01 -0.02 0.09
-0.03 0.22 0.59
-0.13 0.02 -0.05
-0.22 0.74 -0.63
0.16 0.16 -0.03
-0.01 0.03 0.07
-0.24 0.05 -0.23
-0.06 -0.50 0.20
-0.04 -0.09 0.05
-0.04 -0.23 0.22
0.11 -0.08 0.01
-0.02 0.01 -0.06
0.04 0.05 -0.05
0.09 -0.01 -0.08
-0.09 -0.03 0.00
0.05 0.03 -0.02
-0.12 0.01 0.11
-0.12 0.01 0.00
0.00 -0.06 -0.07
-0.04 0.02 -0.07
0.00 0.05 0.17
-0.21 -0.05 -0.03
-0.03 -0.10 -0.01
0.15 -0.09 -0.03
0.07 0.00 -0.06
-0.04 -0.05 -0.12
0.01 0.13 -0.04
-0.05 0.10 -0.09
0.15 0.05 0.03
-0.05 -0.01 0.03
0.03 0.03 -0.12
-0.04 -0.02 0.04
-0.02 0.06 0.06
0.09 0.05 0.07
0.02 0.01 -0.05
-0.05 -0.02 0.06
0.08 0.07 0.00
-0.04 -0.07 0.07
0.03 0.01 -0.05
-0.02 -0.08 0.01
-0.01 -0.08 0.12

Atomic partial charges in e from the natural (NBO) method, atoms 1 to 8: atom 1 (S): 2.35, atom 2 (O): -0.98, atom 3 (O): -0.65, atom 4 (O): -0.94, atom 5 (N): -0.64, atom 6 (N): -0.72, atom 7 (N): -0.44, atom 8 (C): -0.23

---

Entry 3:
This record from the OMol25 dataset describes C19H32AsF5N6OS2Sn as an isolated structure in a non-equilibrium geometry. The level of theory is wB97M-V/def2-TZVPD.

Output
E_HOMO	-12.4	eV
molar mass	713.26	g mol⁻¹
net charge	+2
Kohn-Sham gap	6.849	eV
electronic energy	-133123.0612	eV
LUMO level	-5.56	eV
relative energy (zero: lowest compared OMol25 entry of this formula, charge and spin)	404.3	kJ/mol

Positions of all 67 atoms, in Å:
Sn1 0.145229 -0.489385 -0.957380
As1 -3.212273 -2.837278 -2.839264
S1 2.208568 -1.195474 -2.350108
S2 -1.191092 -2.583453 -2.243153
F1 -1.757796 3.285921 -2.919826
F2 -1.633220 4.261090 -0.989168
F3 -0.210553 2.466712 0.102245
F4 -2.049467 1.634597 -0.764019
F5 0.147299 3.990942 -2.186107
O1 3.255833 0.855775 -0.646186
N1 -2.306784 2.213549 1.884430
N2 4.171281 -0.094167 -0.174937
N3 -1.314808 -1.863885 1.149206
N4 3.993004 -1.370434 -0.285629
N5 3.304955 -3.293707 -1.237256
N6 1.164983 -0.197087 1.746226
C1 5.762730 3.022002 0.700635
C2 -2.463156 -0.202963 2.552919
C3 -1.566886 0.935270 2.099722
C4 4.057693 4.399024 -0.341800
C5 3.811173 2.064638 -0.388709
C6 -4.383754 -1.282342 -2.693045
C7 5.247274 4.258644 0.381058
C8 0.482191 -0.074295 3.046069
C9 3.243661 -1.961555 -1.185050
C10 -3.278025 -3.483276 -4.660482
C11 5.202326 0.498926 0.392023
C12 5.034427 1.895871 0.301285
C13 -1.630248 -1.493261 2.534165
C14 -4.031755 -4.227630 -1.749305
C15 -0.357898 -1.314453 3.371555
C16 3.309256 3.303978 -0.733310
C17 -1.000054 3.407320 -1.835233
C18 -0.744410 2.064959 -1.154269
C19 -0.409116 1.171245 3.052876
H1 -2.895568 -2.732875 -5.354688
H2 0.263178 -2.204267 3.272292
H3 0.175596 2.033900 2.727810
H4 -4.393003 -0.906194 -1.668445
H5 -4.172084 -3.891065 -0.720993
H6 5.769920 5.146077 0.696425
H7 -2.224550 -2.290666 3.005071
H8 -5.392673 -1.586079 -2.968208
H9 -0.765341 1.354564 4.067119
H10 2.382051 3.393881 -1.272838
H11 -5.001528 -4.479052 -2.175474
H12 4.016866 -3.797357 -0.729959
H13 -3.398976 -5.117668 -1.750657
H14 -0.657925 -1.243810 4.417312
H15 -2.185601 -2.045141 0.650154
H16 -1.143232 0.632711 1.140088
H17 -4.312102 -3.719366 -4.914446
H18 6.691226 2.919652 1.238432
H19 1.227267 0.036344 3.848957
H20 -0.824424 -2.756309 1.146057
H21 1.757345 -1.025475 1.771279
H22 -1.624189 2.923717 1.577290
H23 -2.993271 2.118677 1.122717
H24 -2.773618 2.541176 2.735890
H25 3.710468 5.384041 -0.607813
H26 2.839339 -3.754066 -2.005454
H27 6.008284 -0.074391 0.805822
H28 -4.049939 -0.487848 -3.361409
H29 1.786659 0.600461 1.640444
H30 -3.309987 -0.314246 1.873826
H31 -2.667648 -4.385709 -4.748320
H32 -2.843125 -0.039437 3.561540

Cartesian forces, eV/Å:
-0.48 0.50 0.18
-0.43 -0.17 0.10
0.04 -0.21 -0.77
0.09 0.04 -0.14
-0.01 -0.20 0.03
-0.06 0.00 -0.08
0.37 0.07 0.05
-0.17 0.04 -0.21
0.22 -0.06 0.04
-0.18 -0.24 -0.05
-0.11 0.27 -0.19
0.61 1.83 0.04
-0.29 -0.15 0.03
-0.10 -2.04 0.48
-0.01 -0.34 -0.02
0.18 0.03 0.09
-0.10 -0.02 -0.03
0.20 -0.03 -0.13
0.35 -0.58 0.11
-0.16 -0.32 -0.05
1.20 0.17 0.74
0.25 -0.11 -0.03
0.23 -0.08 0.13
-0.06 -0.04 0.43
-0.12 0.73 -0.20
-0.04 0.01 -0.05
-0.33 0.13 -0.21
-0.81 0.32 -0.43
-0.08 -0.13 0.36
0.05 0.08 -0.15
0.00 0.07 -0.28
-0.26 -0.12 -0.07
-0.21 0.17 0.04
0.04 -0.41 0.00
0.11 -0.20 -0.24
-0.02 0.01 0.20
0.06 -0.14 0.09
0.03 0.10 0.03
0.11 -0.14 -0.08
0.08 0.09 -0.13
0.13 0.11 -0.02
0.06 0.23 0.05
0.01 -0.06 -0.03
-0.02 0.05 0.10
-0.13 0.10 -0.12
-0.04 0.01 -0.02
0.02 0.09 0.02
0.01 0.19 -0.07
0.04 -0.07 0.08
0.19 -0.02 -0.04
-0.25 0.41 0.14
0.02 0.02 0.02
0.11 0.02 0.06
-0.19 0.00 -0.10
0.00 0.07 -0.06
0.03 0.08 -0.04
-0.27 -0.11 -0.08
0.22 0.09 0.18
0.04 -0.07 -0.13
-0.05 0.13 0.02
0.02 0.05 0.17
0.05 -0.28 0.02
0.06 -0.13 0.03
0.07 -0.04 -0.06
-0.15 0.01 0.00
-0.07 0.15 0.16
-0.09 0.05 0.07

Atomic partial charges in e from the natural (NBO) method, atoms 1 to 8: atom 1 (Sn): 1.17, atom 2 (As): 1.46, atom 3 (S): -0.36, atom 4 (S): -0.74, atom 5 (F): -0.30, atom 6 (F): -0.34, atom 7 (F): -0.43, atom 8 (F): -0.43

---

Entry 4:
This record from the OMol25 dataset describes C19H32CrN6O2SSe2 as an isolated structure. The level of theory is wB97M-V/def2-TZVPD.

Output
E_HOMO (spin up / spin down)	-7.1 / -7.2	eV
molar mass	618.49	g mol⁻¹
⟨S²⟩	6.0287
Kohn-Sham gap (spin up / spin down)	7.488 / 7.499	eV
electronic energy	-203210.1072	eV
LUMO level (spin up / spin down)	0.34 / 0.34	eV
spin multiplicity	5
relative energy (zero: lowest compared OMol25 entry of this formula, charge and spin)	9.1	kJ/mol

Positions of all 63 atoms, in Å:
Se1 -1.701963 -1.999122 0.547942
Se2 -1.475851 1.306265 -1.021485
Cr1 -0.470774 0.201218 1.091191
S1 2.030881 -1.666778 4.630989
O1 -5.841956 0.378528 0.849754
O2 -2.710776 -1.034411 -2.731871
N1 2.543777 -0.082113 0.389829
N2 -0.113162 -1.687484 -2.223399
N3 0.434074 2.051410 1.690532
N4 1.882276 -2.888715 1.241210
N5 0.215954 -0.507833 2.850349
N6 0.992939 3.658139 3.108375
C1 0.385729 2.463049 2.932906
C2 1.114695 -1.781459 -1.397577
C3 0.960722 -0.997090 3.609590
C4 -5.540161 -0.178368 -0.418885
C5 2.556325 -3.241356 0.001497
C6 1.524611 -3.215971 -1.133604
C7 2.233722 5.162549 1.485962
C8 -3.350530 0.955351 -0.452282
C9 -3.585606 -1.518206 0.242916
C10 -4.000775 -0.809979 -2.180254
C11 2.271443 4.184901 -0.736859
C12 1.139397 3.030420 0.997391
C13 2.610016 5.211092 0.159504
C14 1.498140 4.049767 1.881229
C15 3.226800 -0.831039 -0.680699
C16 1.539500 3.086673 -0.337173
C17 3.687996 -2.240045 -0.269687
C18 2.274121 -0.942130 -1.886017
C19 -4.028138 -0.396108 -0.702214
H1 2.436754 -0.634814 1.231715
H2 4.311526 -2.637142 -1.077212
H3 2.996095 -4.247892 0.028830
H4 2.503618 5.946887 2.180451
H5 -3.404431 1.180856 0.610822
H6 -0.074694 -2.154280 -3.125278
H7 -5.720885 -0.296855 1.521637
H8 -5.940789 0.530744 -1.146247
H9 4.327271 -2.169771 0.614301
H10 -0.064768 1.906856 3.738776
H11 2.592490 4.264002 -1.767251
H12 0.655343 -3.816999 -0.854216
H13 3.183095 6.055963 -0.198747
H14 2.777499 -1.397126 -2.746038
H15 1.278360 2.296058 -1.023936
H16 -2.227093 -0.207919 -2.545253
H17 -4.071051 -2.443673 -0.074062
H18 2.477030 -2.982253 2.057522
H19 -4.563995 -1.738513 -2.306580
H20 3.028568 0.776127 0.611854
H21 -0.905779 -2.058952 -1.628048
H22 -3.932029 1.730033 -0.955341
H23 -3.960442 -1.290528 1.242087
H24 1.960887 -3.655434 -2.038100
H25 1.045830 -3.438548 1.403844
H26 1.935605 0.057586 -2.170517
H27 -0.368512 -0.695847 -2.335459
H28 -4.515172 -0.031054 -2.761109
H29 1.077163 4.144380 3.981793
H30 0.813273 -1.307062 -0.459057
H31 4.115251 -0.276260 -0.993644
H32 -6.069440 -1.129718 -0.556668

Cartesian forces, eV/Å:
0.06 0.07 0.03
0.11 -0.02 0.19
-0.12 0.05 -0.31
-0.05 0.03 -0.02
0.04 0.01 -0.07
-0.26 -0.04 -0.02
0.07 -0.01 -0.09
0.03 -0.06 0.15
0.02 0.02 0.14
-0.04 0.06 0.04
0.00 -0.04 0.11
-0.04 -0.07 -0.04
0.01 0.00 -0.08
0.04 0.24 0.08
0.11 -0.04 0.03
-0.01 0.01 -0.03
-0.01 -0.04 -0.03
0.04 0.02 -0.04
0.00 -0.02 -0.02
-0.05 0.05 -0.05
-0.04 -0.01 0.05
0.03 0.02 -0.05
0.00 0.00 -0.03
0.04 -0.03 -0.06
0.01 0.02 0.02
0.02 0.04 0.02
0.00 0.01 0.03
-0.04 0.06 0.03
0.00 0.02 -0.02
-0.02 -0.04 -0.02
-0.01 0.00 -0.03
-0.03 -0.06 0.03
-0.01 0.01 0.00
0.01 0.01 -0.02
0.00 0.00 0.00
0.03 0.00 0.02
0.00 0.00 -0.02
0.01 -0.04 0.05
0.02 0.00 0.00
-0.01 0.00 0.01
-0.01 0.01 0.01
-0.01 0.00 0.00
-0.01 0.00 0.03
0.00 0.00 0.01
0.00 0.00 0.01
-0.03 -0.03 -0.02
0.01 0.03 0.02
0.01 0.00 0.00
-0.02 0.02 0.00
0.03 0.00 0.00
0.01 -0.01 0.03
0.02 0.08 -0.05
0.01 -0.01 -0.02
0.03 0.00 0.01
-0.01 0.01 0.00
0.02 0.02 0.00
0.00 0.01 0.01
0.01 0.00 -0.01
0.02 -0.04 0.00
0.01 0.02 0.05
-0.07 -0.31 -0.04
-0.03 0.01 0.00
0.01 0.00 -0.01

Atomic partial charges in e from the natural (NBO) method, atoms 1 to 8: atom 1 (Se): -0.37, atom 2 (Se): -0.45, atom 3 (Cr): 1.00, atom 4 (S): -0.26, atom 5 (O): -0.72, atom 6 (O): -0.78, atom 7 (N): -0.88, atom 8 (N): -0.77

---

> The lowest molar mass belongs to which entry?

C19H31N3O3S

---

> Which of these has the lowest molar mass?

C19H31N3O3S

---

> Which of these has the lowest relative energy (zero: lowest compared OMol25 entry of this formula, charge and spin)?

C19H32CrN6O2SSe2

---

> Look up the electronic energy of the first one.

-60435.5890 eV